C20H29BCl24NO2 | ωB97M-V/def2-TZVPD

Geometry as XYZ:
```
77
Properties=species:S:1:pos:R:3:lowdin_charge:R:1
C 3.7546 -1.6265 -0.0420 -0.121
C 5.3091 -1.2081 -0.0942 -0.175
C 5.8026 -0.5967 -1.4931 -0.396
C 4.9544 0.5570 -2.2172 -0.110
C 4.1789 1.5612 -1.2316 -0.173
C 2.8596 2.2018 -1.9565 -0.173
C 1.4785 1.6127 -1.3944 -0.216
N 1.1824 0.2093 -1.8128 -0.210
C 0.4657 -0.6346 -0.8707 -0.230
C 0.3022 -2.0461 -1.4998 -0.219
C 0.9830 -1.9832 -2.9250 -0.094
C 1.4845 -0.5208 -3.0274 -0.066
C 5.7513 -1.8914 -2.5195 -0.173
O 7.0778 -2.1430 -3.0709 -0.147
B 7.9473 -1.5074 -2.0475 -0.688
O 7.2341 -0.3227 -1.4901 -0.091
H 3.2979 -1.8566 -1.0662 0.064
H 3.2004 -0.8001 0.5320 0.054
H 3.6646 -2.5754 0.6032 0.072
H 5.5735 -0.5053 0.7678 0.110
H 5.9183 -2.1756 0.0805 0.116
H 4.1440 0.0273 -2.8531 0.077
H 5.5954 1.1472 -2.9797 0.141
H 4.8819 2.4672 -1.0643 0.110
H 3.8967 1.1243 -0.2165 0.090
H 2.8821 3.3425 -1.7652 0.108
H 2.9515 2.0480 -3.0851 0.100
H 0.5892 2.2946 -1.6724 0.062
H 1.5346 1.6485 -0.2391 0.108
H 0.0990 -0.2850 0.1518 -0.020
H -0.2045 -2.9661 -1.0144 -0.045
H 1.1009 -2.8039 -3.6994 0.026
H 2.0600 -0.0066 -3.8731 0.114
H 5.1360 -1.7551 -3.4939 0.112
H 5.2412 -2.7998 -2.0377 0.109
H 8.9984 -1.2877 -2.5646 0.039
H 8.1023 -2.4091 -1.2564 0.044
C -2.9600 1.7978 -1.7264 -1.473
Cl -3.1282 3.1463 -2.8636 0.516
Cl -1.3540 1.0664 -1.8588 0.705
Cl -3.2613 2.3429 -0.0682 0.486
H -3.7026 1.0427 -1.9786 0.019
C -3.3225 -3.5670 0.3252 -1.491
Cl -2.8572 -5.0996 1.0786 0.522
Cl -1.9107 -2.7747 -0.3993 0.632
Cl -4.5816 -3.8293 -0.8919 0.512
H -3.7246 -2.9137 1.0985 -0.008
C -0.6678 1.3678 3.1346 -1.512
Cl -1.0827 0.2013 1.8705 0.567
Cl -0.0094 0.5374 4.5506 0.512
Cl 0.4822 2.5655 2.5235 0.551
H -1.5770 1.8870 3.4333 0.006
C 1.2573 -2.5178 6.8825 -1.541
Cl 1.7807 -2.9429 5.2475 0.530
Cl 2.1273 -1.0895 7.4622 0.514
Cl -0.4902 -2.2400 6.9237 0.481
H 1.4876 -3.3510 7.5438 0.013
C -1.5707 -3.3994 -5.5351 -1.511
Cl -1.7181 -2.0520 -6.6735 0.514
Cl 0.0226 -4.1582 -5.6752 0.545
Cl -1.8595 -2.8481 -3.8784 0.557
H -2.3252 -4.1427 -5.7852 0.011
C -4.5554 -1.8654 5.3290 -1.525
Cl -4.9691 -3.0288 4.0609 0.528
Cl -3.9001 -2.6980 6.7465 0.510
Cl -3.4021 -0.6686 4.7223 0.512
H -5.4641 -1.3456 5.6268 0.016
C -5.9844 4.4980 1.6776 -1.529
Cl -6.3407 5.9098 2.6840 0.505
Cl -4.8186 3.4388 2.4830 0.489
Cl -7.4683 3.6129 1.2980 0.509
H -5.5439 4.8446 0.7442 0.017
C -10.4061 7.0309 1.7461 -1.537
Cl -11.8905 7.1940 0.7963 0.515
Cl -10.3616 5.4634 2.5650 0.505
Cl -8.9822 7.2371 0.7157 0.503
H -10.3966 7.8127 2.5033 0.016
```

Net charge = -1
Lowest unoccupied orbital energy = 0.0456 Ha
Molar mass = 1177.14 u
E_tot = -328005.59645 eV
HOMO = -3.4 eV
Energy above the lowest of the compared OMol25 structures with the same formula, charge and spin = 278.8 kJ/mol
HOMO-LUMO gap = 4.60 eV


C62H70IN10O3P2Y | ωB97M-V/def2-TZVPD

Geometry as XYZ:
```
149
Properties=species:S:1:pos:R:3:lowdin_charge:R:1
Y -0.1812 -0.2204 0.3369 1.345
C 3.6632 2.7679 0.6183 -0.018
C 2.3490 3.3728 1.0167 -0.262
N 2.3334 4.6639 1.2443 0.132
C 1.2048 5.2374 1.6854 -0.094
C 0.0360 4.5443 1.9079 -0.145
C -1.1687 5.2922 2.4295 -0.185
O -1.6169 4.7971 3.6860 -0.048
C 0.0183 3.1546 1.6295 -0.076
C -1.2293 2.4554 1.9155 -0.076
N -1.4855 1.1872 1.9644 0.032
C -2.7391 0.8743 2.6198 -0.319
C -3.3513 1.7887 3.4892 -0.016
C -4.5609 1.5155 4.1006 -0.050
C -5.2015 0.3083 3.8812 -0.060
C -4.5766 -0.6484 3.1021 -0.152
C -3.3476 -0.3775 2.5084 -0.603
I -2.4048 -2.0451 1.6971 1.224
C 1.1917 2.5505 1.1562 -0.287
O 1.2451 1.2918 0.8135 -0.241
H 4.2171 3.4778 0.0010 0.082
H 3.5337 1.8047 0.1253 0.034
H 4.2839 2.5790 1.4957 0.098
H 1.2545 6.3020 1.8727 0.120
H -2.0176 5.2025 1.7464 0.117
H -0.9241 6.3558 2.4964 0.129
H -1.0054 5.0914 4.3691 0.108
H -2.0293 3.1384 2.1648 0.090
H -2.8672 2.7228 3.7316 0.100
H -4.9948 2.2513 4.7630 0.119
H -6.1491 0.0884 4.3495 0.117
H -5.0267 -1.6226 2.9819 0.092
N 1.3533 -6.8988 -7.7795 0.183
C 1.1741 -6.1621 -6.9203 -0.171
C 0.9525 -5.2380 -5.8397 -0.215
C 0.6300 -3.9137 -6.1198 -0.001
C 0.4195 -3.0285 -5.0769 -0.011
C 0.5405 -3.4553 -3.7594 -0.207
C 0.8650 -4.7799 -3.4869 -0.004
C 1.0650 -5.6749 -4.5233 0.003
C 0.3312 -2.4889 -2.6427 -0.038
C -0.9705 -2.1172 -2.3860 -0.253
C -2.1321 -2.6483 -3.0304 0.014
C -3.2201 -2.0174 -2.4957 -0.033
C -2.7008 -1.1118 -1.5422 -0.239
N -1.3799 -1.1555 -1.4485 -0.092
C 1.5102 -2.0704 -1.9679 -0.285
C 2.8273 -2.4432 -2.3022 -0.026
C 3.6635 -1.8485 -1.3628 -0.082
C 2.8179 -1.1488 -0.4891 -0.208
N 1.5304 -1.2656 -0.8455 -0.065
H 0.5433 -3.5891 -7.1463 0.127
H 0.1603 -1.9993 -5.2857 0.114
H 0.9614 -5.1089 -2.4612 0.116
H 1.3105 -6.7070 -4.3195 0.129
H -2.1284 -3.4065 -3.7935 0.125
H -4.2564 -2.1546 -2.7439 0.114
H -3.2844 -0.4335 -0.9313 0.091
H 3.1136 -3.0770 -3.1227 0.116
H 4.7315 -1.9485 -1.2779 0.095
H 3.0860 -0.5970 0.4008 0.101
O 0.8073 -1.2538 2.1691 -0.417
P 1.0859 -2.4110 3.0995 0.526
N 0.2954 -2.1291 4.5011 -0.180
C -0.2720 -0.7989 4.8048 -0.171
C -0.8070 -0.9279 6.2437 -0.144
C -0.6957 -2.4146 6.5787 -0.155
C 0.5041 -2.8567 5.7549 -0.188
N 0.5710 -3.7946 2.3929 -0.207
C 0.3717 -5.0521 3.1333 -0.189
C 0.1440 -6.0835 2.0328 -0.151
C 1.0086 -5.5632 0.8923 -0.157
C 0.7943 -4.0557 0.9575 -0.205
N 2.6703 -2.6086 3.4766 -0.175
C 3.3734 -1.5300 4.2042 -0.169
C 4.8660 -1.8078 3.9659 -0.154
C 4.9101 -3.2462 3.4575 -0.157
C 3.6263 -3.3522 2.6490 -0.184
H -1.0477 -0.5562 4.0847 0.061
H 0.4939 -0.0218 4.7359 0.115
H -1.8294 -0.5607 6.3247 0.109
H -0.1940 -0.3386 6.9257 0.113
H -1.5811 -2.9498 6.2319 0.116
H -0.5755 -2.6072 7.6423 0.118
H 0.5499 -3.9310 5.5905 0.103
H 1.4392 -2.5484 6.2355 0.112
H -0.4862 -4.9675 3.8011 0.113
H 1.2536 -5.2967 3.7365 0.117
H -0.9066 -6.0855 1.7379 0.119
H 0.4026 -7.0901 2.3530 0.121
H 0.7385 -5.9782 -0.0773 0.106
H 2.0581 -5.8040 1.0761 0.113
H -0.0995 -3.7715 0.3828 0.088
H 1.6300 -3.4781 0.5639 0.092
H 3.1106 -1.5642 5.2623 0.104
H 3.0851 -0.5488 3.8151 0.110
H 5.4571 -1.6595 4.8671 0.115
H 5.2541 -1.1295 3.2035 0.108
H 4.8729 -3.9494 4.2905 0.121
H 5.7985 -3.4636 2.8675 0.117
H 3.2902 -4.3786 2.5050 0.107
H 3.7503 -2.8880 1.6611 0.106
C 1.1818 5.3799 -3.7408 -0.083
C 1.1149 5.2892 -2.3553 -0.066
C 0.2178 4.4161 -1.7616 -0.127
C -0.6334 3.6195 -2.5304 -0.382
C -0.5668 3.7298 -3.9166 -0.071
C 0.3370 4.5991 -4.5161 -0.067
P -1.7392 2.4176 -1.6761 1.105
C -2.6004 1.7017 -3.1075 -0.398
C -1.8922 0.7764 -3.8759 -0.149
C -2.4620 0.2157 -5.0034 -0.074
C -3.7627 0.5530 -5.3630 -0.061
C -4.4782 1.4552 -4.5933 -0.056
C -3.8971 2.0374 -3.4732 -0.061
C -2.9897 3.5001 -0.9124 -0.392
C -3.9621 2.8957 -0.1176 -0.124
C -4.9680 3.6469 0.4700 -0.065
C -4.9997 5.0222 0.2855 -0.063
C -4.0373 5.6348 -0.5043 -0.066
C -3.0451 4.8774 -1.1107 -0.078
H 1.8675 6.0710 -4.2103 0.110
H 1.7524 5.9023 -1.7323 0.110
H 0.1775 4.3652 -0.6840 0.082
H -1.2258 3.1444 -4.5440 0.104
H 0.3598 4.6801 -5.5939 0.113
H -0.8956 0.4775 -3.5691 0.082
H -1.9063 -0.4999 -5.5942 0.100
H -4.2157 0.1091 -6.2370 0.111
H -5.4892 1.7209 -4.8685 0.112
H -4.4612 2.7566 -2.8919 0.107
H -3.9481 1.8230 0.0407 0.093
H -5.7194 3.1591 1.0735 0.110
H -5.7783 5.6134 0.7456 0.112
H -4.0662 6.7034 -0.6632 0.113
H -2.3145 5.3693 -1.7405 0.105
N 4.2565 1.8104 -2.8429 0.201
C 3.1120 1.9558 -3.8200 -0.106
C 1.9629 1.0720 -3.3482 -0.233
N 1.4730 1.3831 -2.0293 0.045
H 5.0610 2.3954 -3.0852 0.176
H 4.5669 0.8321 -2.7868 0.164
H 3.9376 2.0803 -1.8989 0.116
H 3.4978 1.6784 -4.7995 0.136
H 2.8406 3.0134 -3.8136 0.116
H 2.2696 0.0221 -3.3610 0.106
H 1.1582 1.1754 -4.0804 0.111
H 1.1559 2.3413 -1.9334 0.037
H 2.0673 1.1163 -1.2596 0.014
```

Net charge = +2
Lowest unoccupied orbital energy = -0.1927 Ha
Molar mass = 1281.07 u
E_tot = -114190.58306 eV
HOMO = -12.2 eV
Energy above the lowest of the compared OMol25 structures with the same formula, charge and spin = 54.8 kJ/mol
HOMO-LUMO gap = 6.91 eV


C5H9O | ωB97M-V/def2-TZVPD

Geometry as XYZ:
```
15
Properties=species:S:1:pos:R:3:nbo_charge:R:1
C -1.6250 -0.3815 0.1674 -0.300
C -0.4508 0.3964 0.1876 0.128
C -2.8027 0.2149 -0.0714 -0.249
C 1.1872 -1.3838 0.1556 -0.025
C 1.9324 0.8913 0.0191 -0.254
O 0.8456 -0.0368 0.0558 -0.294
H -1.4264 -1.5087 0.1458 0.235
H -0.3917 1.4078 0.2443 0.195
H -3.6055 -0.4473 -0.1369 0.229
H -2.7472 1.2975 -0.3031 0.219
H 2.0524 -1.6786 -0.3326 0.186
H 0.5028 -2.1726 -0.0811 0.202
H 1.7856 1.5725 0.9960 0.254
H 2.8009 0.4349 -0.0500 0.226
H 1.9423 1.3940 -0.9964 0.246
```

Net charge = +1
Lowest unoccupied orbital energy (spin up / spin down) = -0.1782 / -0.1955 Ha
Molar mass = 85.13 u
E_tot = -7364.18481 eV
HOMO (spin up / spin down) = -14.4 / -12.6 eV
Energy above the lowest of the compared OMol25 structures with the same formula, charge and spin = 545.7 kJ/mol
HOMO-LUMO gap (spin up / spin down) = 9.55 / 7.27 eV